# 1
Formula: C12H24ClI2N2OP2Sn
Source: OMol25
Level of theory: the ωB97M-V functional and the def2-TZVPD basis

The geometry in XYZ format:
```
45
Properties=species:S:1:pos:R:3:mulliken_charge:R:1
I -0.1955 -0.3584 -3.3575 0.1533
I -0.2543 2.6058 -4.1249 0.1683
Sn -0.3016 1.3648 -0.7186 0.9640
P -3.0597 1.4308 -0.6726 0.7416
C -3.8473 1.3728 -2.3048 -1.1192
C -4.0613 0.3253 0.3582 -1.1763
H -5.1320 0.4903 0.1246 0.4582
H -4.6809 3.0436 0.1015 0.4244
H -3.8822 0.5377 1.4116 0.3981
H -3.0730 3.2538 0.9032 0.3942
H -3.5221 0.4709 -2.8329 0.3626
H -3.7976 -0.7215 0.1927 0.4034
C -3.5889 3.0558 -0.0417 -1.1887
H -4.9378 1.3801 -2.1816 0.4254
H -3.3160 3.8343 -0.7662 0.4147
H -3.5193 2.2347 -2.8971 0.3611
P 2.4881 1.4545 -0.5739 0.6963
C 3.4450 1.2315 -2.1096 -1.1388
C 3.1070 3.0704 0.0139 -1.1429
H 2.8539 0.3107 1.5212 0.3425
H 4.4289 0.7562 0.7434 0.4688
H 3.4527 -0.6580 0.1820 0.3807
C 3.4048 0.3624 0.5777 -1.1220
H 2.5842 3.3152 0.9440 0.3959
H 4.1962 3.0102 0.1790 0.4321
H 4.5267 1.2398 -1.9018 0.4106
H 3.1921 2.0314 -2.8151 0.3969
H 2.8737 3.8402 -0.7376 0.3934
H 3.1656 0.2770 -2.5717 0.3559
Cl -0.0265 2.3751 1.6115 -0.3584
N 1.6832 -5.4604 1.8954 -0.3832
C 0.7300 -4.6186 2.4265 0.2248
O 0.1286 -4.8997 3.4566 -0.5186
C 0.3708 -3.3524 1.6490 0.5831
C 0.5753 -3.1327 0.2725 -1.0871
C 0.2962 -1.8761 -0.2618 0.6550
N -0.2161 -0.8553 0.4258 0.3821
C -0.4686 -1.0568 1.7409 -0.3949
C -0.1354 -2.2638 2.3838 -0.7615
H 2.0039 -6.2229 2.4758 0.2686
H 2.3657 -5.0761 1.2684 0.1996
H 0.9218 -3.8929 -0.4243 0.5234
H 0.4682 -1.6527 -1.3463 -0.3785
H -0.9401 -0.2397 2.3085 0.5013
H -0.3064 -2.3376 3.4722 0.4896
```

charge = +3
E_HOMO = -17.161 eV
orbital gap = 4.012 eV



# 2
Formula: C12H24F3N3NaOV
Source: OMol25
Level of theory: the ωB97M-V functional and the def2-TZVPD basis

The geometry in XYZ format:
```
45
Properties=species:S:1:pos:R:3:mulliken_charge:R:1
N 1.1804 0.3003 -1.6938 -0.7849
C 1.8175 0.5133 -2.7642 0.7740
O 2.4998 1.3826 -3.3436 -0.4753
Na 1.5626 2.6209 -1.7345 0.9159
V 0.3203 -0.1247 -0.1104 0.3625
N 0.7933 -1.1477 1.4678 0.6407
N -0.9598 -1.2244 -0.8299 1.2015
C 1.6901 -2.3361 1.6008 1.2836
C -0.9482 -1.9281 -2.1072 0.7166
C 2.4128 -2.3696 2.9447 -1.8008
C 0.7922 -3.5547 1.4795 -1.3369
C 2.7141 -2.3241 0.4973 -1.8751
C -1.3139 -0.8685 -3.1450 -1.3370
C -2.0406 -2.9922 -2.0831 -1.6105
C 0.3459 -2.6494 -2.4372 -1.4742
H 2.9580 -1.4338 3.0958 0.4170
H 3.0642 -3.2628 3.0698 0.4143
H 1.6514 -2.4028 3.7188 0.4784
H 0.2061 -3.6505 2.4030 0.4166
H 1.4107 -4.4470 1.4760 0.4748
H 0.2123 -3.6277 0.5412 0.0816
H 2.2811 -2.4585 -0.4808 0.3722
H 3.4269 -3.1360 0.6607 0.4757
H 3.2211 -1.3614 0.4326 0.3463
H -2.3399 -0.5146 -2.9269 0.3707
H -1.3939 -1.4172 -4.0808 0.5005
H -0.5461 -0.0893 -3.2683 0.1664
H -3.0491 -2.5451 -1.9977 0.4543
H -1.9352 -3.7551 -1.2759 0.3479
H -2.0997 -3.4932 -3.0698 0.4458
H 0.2648 -3.1070 -3.4369 0.5343
H 0.5354 -3.3600 -1.6350 0.3162
H 1.1737 -1.9723 -2.3923 0.1993
C 0.2175 -0.5151 2.6902 -1.1600
H -0.3092 0.3882 2.3565 0.3898
H -0.5894 -1.1035 3.1746 0.3607
H 0.9237 -0.2536 3.5051 0.4290
C -2.0976 -1.1935 0.0345 -1.0936
H -2.0021 -0.3943 0.7953 0.3400
H -2.9205 -0.8891 -0.6271 0.5182
H -2.2104 -2.1696 0.5573 0.3477
F -1.0490 2.3374 -1.0269 -0.2171
C -0.3553 1.8453 0.1225 0.5377
F 0.6633 2.8848 0.2981 -0.3115
F -1.2704 2.0536 1.1404 -0.1531
```

relative energy (zero: lowest compared OMol25 entry of this formula, charge and spin) = 31.8 kcal per mole
charge = +2
E_HOMO (spin up / spin down) = -15.944 / -15.939 eV
orbital gap (spin up / spin down) = 5.880 / 5.854 eV



# 3
Formula: C12H24F5IO2P
Source: OMol25
Level of theory: the ωB97M-V functional and the def2-TZVPD basis

The geometry in XYZ format:
```
45
Properties=species:S:1:pos:R:3:mulliken_charge:R:1
C 4.0671 2.5443 0.9251 -0.6174
O 3.2264 3.5352 0.4328 -0.4068
C 2.4428 3.0854 -0.6742 -0.7210
C 1.2878 2.1904 -0.2534 0.3690
C 0.3057 1.9084 -1.3798 -1.2994
P -0.7200 0.3326 -0.9564 0.7074
O -1.2132 0.1697 -2.6502 -0.7556
C -2.3644 1.2828 -0.6739 -1.8344
C -2.7868 1.2939 0.8147 -0.2127
C -4.2835 0.9819 0.9848 -1.0996
I -4.5748 -0.3225 2.7019 -0.1123
C -1.5807 -1.3357 -0.4965 -1.2636
C -1.0915 -2.0146 0.8034 -0.5260
C -0.1983 -3.2569 0.6122 -1.3380
C 1.2741 -3.0230 0.7816 1.0587
F 1.6773 -1.8213 0.4000 -0.2665
F 1.6565 -3.1640 2.0704 -0.3474
C 2.1226 -4.0352 -0.0070 0.4938
F 1.9136 -5.2551 0.4235 -0.2813
F 3.4027 -3.7675 0.1620 -0.2859
F 1.8923 -3.9772 -1.2872 -0.2440
H 4.6039 2.8995 1.7935 0.2837
H 3.5409 1.6434 1.2373 0.2157
H 4.8022 2.2280 0.1780 0.2726
H 2.1011 3.9299 -1.2619 0.3499
H 3.1049 2.4901 -1.3105 0.3295
H 1.7197 1.2236 -0.0059 -0.1240
H 0.8043 2.5560 0.6472 0.2218
H 0.9221 1.6746 -2.2483 0.4718
H -0.2845 2.7832 -1.6490 0.4174
H 0.4831 -0.4486 -1.2778 -0.0236
H -0.3279 0.4938 0.4331 -0.0444
H -0.5631 -0.3876 -3.0958 0.3680
H -3.1646 0.7884 -1.2138 0.5518
H -2.3663 2.3143 -1.0203 0.4866
H -2.2257 0.5649 1.3792 0.1744
H -2.5924 2.2894 1.1910 0.3874
H -4.8380 1.8857 1.1634 0.5249
H -4.6822 0.4487 0.1400 0.4264
H -2.6611 -1.2472 -0.4069 0.3788
H -1.4240 -2.0425 -1.3066 0.6210
H -0.5842 -1.3377 1.4901 0.3404
H -1.9671 -2.3725 1.3326 0.4723
H -0.4599 -3.9583 1.3982 0.4210
H -0.3969 -3.7703 -0.3207 0.4596
```

relative energy (zero: lowest compared OMol25 entry of this formula, charge and spin) = 10.1 kcal per mole
charge = -1
E_HOMO = -3.921 eV
orbital gap = 6.430 eV



# 4
Formula: C12H24F6GeN2PdSbSe
Source: OMol25
Level of theory: the ωB97M-V functional and the def2-TZVPD basis

The geometry in XYZ format:
```
48
Properties=species:S:1:pos:R:3:mulliken_spin:R:1
Pd 0.4589 0.0808 -0.4213 0.0337
Se -1.7609 -0.9065 -1.1923 0.0045
C -1.7823 -2.8169 -1.0542 0.0000
C -2.9980 -3.4204 -0.7197 0.0001
C -3.1122 -4.8013 -0.6468 -0.0002
C -2.0069 -5.6062 -0.8949 0.0005
C -0.7964 -5.0081 -1.2171 -0.0003
C -0.6759 -3.6255 -1.3039 0.0003
H -3.8570 -2.7938 -0.5107 0.0001
H -4.0661 -5.2475 -0.3866 -0.0001
H -2.0890 -6.6852 -0.8325 0.0001
H 0.0779 -5.6215 -1.4043 0.0000
H 0.2745 -3.1544 -1.5187 0.0001
N -2.5127 4.1786 -3.1757 0.0056
C 0.8095 4.2455 -1.5458 0.8144
C 0.2218 2.9036 -1.2817 0.0682
N 1.2619 1.9581 -0.8186 0.0244
H -1.6536 4.5379 -2.7729 -0.0010
H -2.7737 3.3861 -2.5981 -0.0014
H -2.2471 3.7847 -4.0720 -0.0023
H 0.7324 5.0302 -0.8050 0.0079
H 1.5644 4.3347 -2.3137 0.0237
H -0.1932 2.4788 -2.2012 0.0144
H -0.5946 2.9649 -0.5535 0.0050
H 1.7912 2.3565 -0.0358 -0.0098
H 2.0907 1.9224 -1.6485 0.0024
F 1.4263 -1.6404 -0.9648 0.0009
Sb 4.7662 1.9132 -0.7157 0.0019
F 3.0248 2.2415 -2.5620 0.0026
F 3.3649 2.9065 0.5782 0.0065
F 5.1977 3.7185 -1.2077 0.0009
F 6.1997 2.0439 0.6503 0.0002
F 6.1652 1.3374 -2.0790 0.0003
C 0.5133 0.3153 4.1800 0.0000
Ge -0.3573 -0.3880 2.5642 -0.0003
C 0.2524 -2.1888 2.1588 0.0000
C -2.3081 -0.3200 2.7585 0.0002
C 0.1411 0.8729 1.1272 -0.0020
H 0.3182 -0.3334 5.0366 0.0000
H 0.1498 1.3165 4.4146 0.0000
H 1.5905 0.3717 4.0227 0.0000
H 0.1322 -2.8160 3.0450 0.0000
H 1.2972 -2.1817 1.8510 0.0000
H -0.3241 -2.6118 1.3354 -0.0002
H -2.6538 -1.1930 3.3157 0.0000
H -2.7558 -0.3438 1.7642 0.0000
H -2.6291 0.5817 3.2811 -0.0001
H 0.3249 1.9225 1.3713 -0.0012
```

relative energy (zero: lowest compared OMol25 entry of this formula, charge and spin) = 84.1 kcal per mole
charge = -2
⟨S²⟩ = 0.7538
E_HOMO (spin up / spin down) = -2.368 / -2.376 eV
multiplicity = 2
orbital gap (spin up / spin down) = 6.183 / 6.192 eV



# 5
Formula: C12H24F6Li2N3O18S9
Source: OMol25
Level of theory: the ωB97M-V functional and the def2-TZVPD basis

The geometry in XYZ format:
```
74
Properties=species:S:1:pos:R:3:mulliken_charge:R:1
Li 0.3349 2.4674 1.6267 0.7916
Li 0.0126 0.3894 -0.2609 1.4217
N 1.8997 -4.0107 -0.6293 -0.4825
S 1.8772 -3.3252 -1.9939 1.0395
O 3.1541 -2.8481 -2.4825 -0.6054
O 0.6757 -2.6077 -2.3758 -0.4740
F 1.6316 -4.7004 -2.8283 -0.4032
S 2.2274 -2.5007 0.2492 0.9237
O 1.1947 -1.4513 0.1607 0.0321
O 3.6050 -2.1261 0.4566 -0.5554
F 1.8351 -3.2535 1.6186 -0.3455
N 3.8639 2.7673 1.4635 -0.5664
S 3.4482 1.5666 0.6212 0.9202
O 4.2915 1.1640 -0.4606 -0.5370
O 1.9938 1.4525 0.4901 -0.1357
F 3.7133 0.4678 1.7246 -0.2993
S 4.0675 3.9098 0.1885 1.0182
O 3.0571 3.9784 -0.8566 -0.4746
O 5.4617 4.0754 -0.1419 -0.6043
F 3.7606 5.2229 1.0771 -0.2879
N -0.9316 2.0183 0.2493 0.0285
S -1.2671 2.9382 -0.9680 0.6208
O -1.6208 4.3246 -0.6948 -0.5920
O -1.7773 2.2810 -2.1306 -0.5611
F 0.2550 3.1469 -1.5104 -0.2489
S -2.6127 1.9867 0.5918 0.7925
O -3.5039 1.0578 -0.1947 -0.5163
O -3.1563 3.1236 1.2808 -0.5952
F -2.3238 1.0909 1.9320 -0.2320
C -4.7004 -3.0214 0.4421 -0.6984
C -4.7390 -2.6318 -1.0422 -0.5406
C -3.2915 -2.5397 -1.5594 -0.9047
S -2.0974 -2.3083 -0.2422 0.9972
O -1.4246 -1.0331 -0.2165 -0.6406
O -1.2733 -3.4968 -0.1157 -0.7316
C -3.4879 -2.2911 1.0234 -0.6759
H -4.5765 -4.1067 0.4137 0.3408
H -5.6674 -2.8562 0.9152 0.3458
H -5.2095 -1.6519 -1.1369 0.2721
H -5.2943 -3.3717 -1.6163 0.3250
H -3.0926 -1.8086 -2.3424 0.3982
H -3.0404 -3.5209 -1.9639 0.4234
H -3.7760 -1.2398 0.9558 0.1568
H -3.0560 -2.6011 1.9723 0.4745
C 1.9749 2.7436 -4.8751 -0.7206
C 0.4292 2.5241 -4.8686 -0.4330
C 0.0783 1.1154 -4.5264 -0.6411
S 1.4521 0.4059 -3.5115 0.9733
O 2.1752 -0.6161 -4.2793 -0.7273
O 1.1252 0.2293 -2.1016 0.0977
C 2.4245 1.9655 -3.6326 -0.3999
H 2.1504 3.8177 -4.8611 0.3788
H 2.3663 2.3049 -5.7938 0.3046
H -0.1052 2.7657 -5.7884 0.4286
H -0.0656 3.1296 -4.1063 0.0626
H -0.1035 0.6175 -5.4780 0.4799
H -0.7753 1.0147 -3.8567 0.0973
H 3.4972 1.7923 -3.5451 0.6603
H 2.2527 2.6016 -2.7630 -0.2032
C -0.4254 -0.1827 5.9982 -0.5456
C 0.5985 -1.3747 5.7879 -0.6914
C 1.3050 -1.1719 4.4176 -0.7217
S -0.0455 -0.6179 3.2636 1.1855
O -0.5762 -1.7679 2.5826 -0.7093
O 0.4188 0.5393 2.5214 -0.4559
C -1.2294 -0.1661 4.6869 -0.9130
H 0.0404 0.7910 6.1584 0.2937
H -1.0096 -0.3357 6.9051 0.3465
H 0.0667 -2.3171 5.9126 0.3011
H 1.4705 -1.3722 6.4430 0.3944
H 1.8007 -2.0464 4.0023 0.4317
H 1.9028 -0.2650 4.5045 0.3807
H -1.9163 -1.0111 4.7231 0.3460
H -1.7179 0.7603 4.3909 0.3855
```

charge = -1
E_HOMO = -6.207 eV
orbital gap = 6.683 eV